DFT (ωB97M-V/def2-TZVPD) results for a single C24H23N3O5 molecule.

Summary:
SMILES string = COc1ccc(C(=O)Nc2cccc(C(=O)N/N=C/c3ccc(OC)cc3OC)c2)cc1
HOMO = -7.884 eV
Largest force on an atom = 1.32 eV/A
LUMO level = 0.66 eV
Energy relative to the best compared isomer or geometry (same formula, charge and spin) = 221.7 kJ/mol
Orbital gap = 8.5 eV

ORCA input file:
```
! wB97M-V def2-TZVPD RIJCOSX def2/J DEFGRID3
* xyz 0 1
C 9.01171 -2.42845 2.90610
O 8.66704 -1.94248 1.63059
C 7.36925 -1.99370 1.23887
C 6.32343 -2.50159 2.00456
C 5.03145 -2.49172 1.50919
C 4.75520 -1.98420 0.24508
C 3.39239 -1.96551 -0.35561
O 3.21615 -2.04145 -1.55491
N 2.38769 -1.82993 0.56276
C 1.00851 -1.78682 0.35332
C 0.41943 -2.04635 -0.88173
C -0.95789 -1.99939 -1.00674
C -1.76575 -1.67834 0.06904
C -1.18112 -1.41177 1.30257
C -1.98098 -1.10622 2.51618
O -1.72550 -1.54931 3.61994
N -3.05316 -0.27478 2.34864
N -3.30668 0.39289 1.21643
C -4.28543 1.20436 1.17279
C -4.61337 1.97686 0.00102
C -5.75749 2.77012 0.01337
C -6.13480 3.54487 -1.06519
C -5.34269 3.54066 -2.20828
O -5.59389 4.25432 -3.33667
C -6.73956 5.07125 -3.37690
C -4.18739 2.75892 -2.24467
C -3.80766 1.97737 -1.16533
O -2.70069 1.21208 -1.14301
C -1.83853 1.21822 -2.25615
C 0.19744 -1.48602 1.44367
C 5.81296 -1.50441 -0.52883
C 7.09761 -1.49818 -0.04000
H 8.50181 -1.87243 3.69927
H 8.78555 -3.49488 3.00454
H 10.08638 -2.27951 2.99679
H 6.50266 -2.91303 2.98544
H 4.24765 -2.92323 2.11624
H 2.66620 -1.67939 1.52233
H 1.04232 -2.28394 -1.72774
H -1.40634 -2.21895 -1.96435
H -2.83571 -1.64017 -0.04525
H -3.61186 -0.08826 3.18924
H -4.93701 1.35793 2.04583
H -6.37401 2.77584 0.90075
H -7.03210 4.13835 -1.00373
H -6.70708 5.84677 -2.60524
H -7.65597 4.48345 -3.26432
H -6.73179 5.54085 -4.35921
H -3.60574 2.79185 -3.15083
H -1.45124 2.22129 -2.46077
H -1.01519 0.55847 -1.98684
H -2.33530 0.83202 -3.15184
H 0.63203 -1.29982 2.41602
H 5.59773 -1.13474 -1.51965
H 7.91932 -1.11977 -0.62678
*
```